(1)
97
Properties=species:S:1:pos:R:3:mulliken_charge:R:1 method="wB97M-V/def2-TZVPD" total_charge=-2 molar_mass_g_mol=900.24 homo_ev=-1.8 de_lowest_kj_mol=96.3 orbital_gap_ev=5.97 e_lumo_ev=4.172
Cd -0.965 1.518 -0.434 2.4100
Br 0.026 -0.335 -3.736 -0.2136
S 0.290 3.730 -2.334 -0.0237
O 1.001 0.093 -0.888 -0.5987
O -0.875 3.409 -3.183 -0.4982
N -0.581 0.795 1.851 1.7344
N -1.012 3.474 1.461 1.7795
N -3.937 2.131 1.577 -0.3882
N -2.629 3.986 -0.504 0.0545
N -1.241 4.701 1.308 -1.7049
N 0.519 3.059 -1.040 -0.5495
C -0.845 -1.008 3.503 -0.2159
C 0.993 1.324 3.663 -1.0871
C 3.018 -5.068 -3.871 -1.7195
C -3.397 4.294 -1.542 -0.1135
C 5.035 -0.563 0.249 -1.9601
C -0.778 -3.312 2.799 -0.6078
C 2.902 0.407 0.998 -2.0993
C 1.487 -1.160 -2.843 -0.3247
C 3.614 -2.308 -1.627 -0.4358
C -3.696 5.599 -1.902 -0.8311
C -0.908 -2.360 3.800 -1.0454
C -5.247 -0.185 -2.494 -0.6574
C 1.658 2.264 4.388 -0.6002
C -4.067 -1.549 1.467 -0.3810
C -0.134 3.094 2.445 -0.2342
C 3.995 -3.912 -3.607 2.0658
C -3.101 0.889 -2.509 0.1520
C -2.894 0.681 -1.133 -2.0824
C -0.618 -0.560 2.193 0.1220
C 4.554 -3.424 -4.951 -1.7309
C -4.208 -1.866 2.810 -0.6625
C -3.155 6.626 -1.140 -0.3048
C 0.580 4.037 3.215 -0.5349
C -4.226 -0.836 3.739 -0.6574
C -4.101 0.477 3.322 -0.5031
C -3.966 0.797 1.968 0.5942
C -5.093 -0.387 -1.133 -0.5237
C -2.107 4.969 0.220 -0.1344
C -0.601 -2.881 1.489 -0.7384
C -3.952 -0.236 1.018 0.6540
C -3.945 0.040 -0.452 1.6309
C 1.458 3.652 4.185 -0.9252
C 2.184 -2.144 -3.501 -0.3179
C 5.163 -4.459 -2.785 -2.1161
C 2.946 -1.295 -0.945 -0.3443
C 3.532 -0.861 0.412 2.7141
C 3.358 -1.988 1.441 -1.7036
C 3.268 -2.776 -2.891 -0.1438
C -4.239 0.471 -3.186 -0.9153
C 0.048 1.674 2.628 0.4932
C 1.752 -0.720 -1.505 0.2275
C -0.525 -1.531 1.187 -0.6471
C -2.347 6.314 -0.064 -0.5914
H -0.831 -4.370 3.031 0.3739
H -3.355 7.662 -1.389 0.3459
H 5.607 -1.439 -0.060 0.3110
H 5.029 -4.246 -5.498 0.4425
H -0.993 -0.277 4.288 0.5498
H 2.387 1.935 5.123 0.3610
H 5.296 -2.638 -4.791 0.3693
H -1.086 -2.670 4.825 0.2772
H -5.882 -0.874 -0.568 0.3837
H 5.659 -5.261 -3.338 0.4425
H -4.267 -2.900 3.125 0.3443
H -3.522 2.293 0.667 -0.1627
H -4.113 1.285 4.047 0.3455
H -6.145 -0.523 -3.000 0.3276
H 2.298 -2.193 1.603 0.1768
H 3.839 -2.912 1.109 0.3253
H 2.016 4.380 4.759 0.3536
H 0.410 5.082 2.992 0.4425
H -4.313 -1.055 4.798 0.3449
H 3.800 -1.697 2.400 0.4523
H 4.463 -2.758 -1.128 0.1591
H 3.525 -5.907 -4.360 0.4492
H 4.822 -4.865 -1.830 0.3676
H 2.585 -5.419 -2.932 0.3594
H 1.220 0.280 3.816 0.3584
H -3.774 3.451 -2.111 0.1421
H 3.448 0.674 1.911 0.6295
H 1.862 -2.422 -4.499 0.3663
H -3.487 2.730 2.254 0.3755
H 5.446 -0.213 1.201 0.4741
H 5.901 -3.681 -2.578 0.3752
H 1.855 0.262 1.242 0.1169
H -4.320 5.798 -2.762 0.4152
H 3.765 -3.009 -5.580 0.3162
H -0.508 -3.603 0.686 0.3669
H -0.356 -1.205 0.169 0.0810
H 2.196 -4.745 -4.512 0.3301
H 2.949 1.246 0.303 0.3845
H -4.033 -2.341 0.727 0.3707
H 5.185 0.219 -0.498 0.4008
H -2.342 1.416 -3.077 0.7089
H -4.332 0.656 -4.252 0.4201
H -1.884 7.070 0.556 0.4599


(2)
97
Properties=species:S:1:pos:R:3:mulliken_charge:R:1 method="wB97M-V/def2-TZVPD" total_charge=+2 molar_mass_g_mol=861.64 homo_ev=-12.4 de_lowest_kj_mol=180.5 orbital_gap_ev=5.64 e_lumo_ev=-6.794
As -0.619 -0.475 0.835 1.0178
As 2.186 -0.490 2.670 0.8678
Sc 1.212 1.632 1.097 -0.1064
O 2.260 2.871 0.218 -0.0346
O 3.296 4.823 -0.025 -0.5414
O 3.375 2.180 2.291 -0.2114
O -6.238 3.171 -1.131 -0.6119
N -5.268 2.137 -2.892 0.0140
N -4.143 2.382 -0.806 -0.0419
N -0.540 2.594 -0.311 0.1305
C -2.829 2.602 -1.115 0.2330
C 3.882 -2.473 4.068 -0.2690
C -3.681 -1.361 -4.605 0.3176
C -0.211 -2.033 2.028 -1.0071
C -4.030 0.025 -2.651 0.9503
C -1.859 2.460 -0.110 -0.8106
C -0.629 -3.355 -2.252 -1.3545
C -3.206 -2.631 -5.232 -1.7417
C -3.549 -1.130 -3.243 -0.1908
C 2.658 -1.366 0.969 0.3718
C 3.115 -1.073 -1.394 -0.8567
C -1.024 3.164 -2.583 -1.0974
C 5.223 -0.599 5.611 -0.8957
C -4.302 -0.382 -5.378 -0.8414
C -3.465 -1.189 0.554 -0.7455
C 4.084 3.299 1.683 1.6198
C 3.059 -3.277 -0.454 -0.8902
C 4.885 -2.875 4.932 -0.8832
C -0.180 -2.631 -3.345 -0.7393
C 5.570 -1.939 5.689 -0.4975
C 0.626 -1.610 3.235 -1.2921
C -4.786 0.773 -4.804 -0.8170
C 2.838 -0.543 -0.144 0.1861
C 3.221 -2.446 -1.549 -0.6526
C -0.803 -2.733 -1.028 -0.2666
C -4.306 0.367 2.695 -0.7923
C -4.666 0.986 -3.430 -0.3444
C -0.534 -1.373 -0.894 2.2670
C -0.110 -0.646 -2.002 -0.0667
C -0.135 2.953 -1.539 -0.4967
C 0.064 -1.272 -3.225 -1.0374
C -2.968 0.345 2.337 -0.5193
C -2.541 -0.426 1.259 0.7499
C 4.221 -0.192 4.745 -0.5037
C -2.374 2.973 -2.390 -0.4055
C -4.808 -1.144 0.896 -0.3558
C -5.227 -0.363 1.959 -0.7288
C 3.157 3.770 0.526 0.1279
C -5.297 2.594 -1.610 0.2149
C 3.555 -1.124 3.948 1.0124
C 5.399 2.817 1.072 -1.6996
C 2.776 -2.742 0.794 -0.3379
C 4.301 4.385 2.728 -1.7818
H 3.260 -0.422 -2.243 0.5726
H -4.023 -3.109 -5.768 0.5010
H -1.157 -2.490 2.357 0.8566
H 5.119 4.108 3.393 0.4441
H -3.951 0.146 -1.581 0.2802
H 3.160 -4.345 -0.572 0.4618
H -0.654 3.478 -3.545 0.5146
H 0.928 3.104 -1.687 0.5528
H -6.273 -0.326 2.220 0.4379
H 0.029 -0.979 3.913 0.4323
H 2.640 -3.410 1.634 0.2930
H 3.394 4.520 3.319 0.3698
H 3.925 0.856 4.715 0.4541
H -2.176 2.275 0.914 0.7753
H 6.091 2.503 1.853 0.4565
H 0.404 -0.707 -4.078 0.5591
H -3.084 -1.879 -2.621 0.3102
H 5.855 3.633 0.516 0.4459
H -3.073 3.151 -3.189 0.5852
H -5.284 1.512 -5.413 0.4602
H -2.244 0.934 2.905 0.3466
H -2.834 -3.321 -4.481 0.2996
H 2.801 0.555 -0.033 0.7689
H 0.939 -2.488 3.816 0.5193
H 5.226 1.980 0.392 0.3106
H 3.918 1.928 3.058 0.0575
H 5.133 -3.923 5.013 0.4370
H 4.549 5.329 2.250 0.4490
H -4.385 2.451 0.177 0.2402
H -1.154 -3.305 -0.173 0.3237
H -4.427 -0.538 -6.438 0.4735
H 6.366 -2.253 6.345 0.4168
H -3.129 -1.817 -0.262 -0.0129
H 3.438 -2.860 -2.521 0.4513
H 0.099 0.420 -1.893 -0.0968
H 5.734 0.127 6.224 0.4242
H -0.015 -3.127 -4.288 0.5507
H -0.841 -4.408 -2.350 0.4686
H 0.343 -2.774 1.441 0.4749
H -5.524 -1.718 0.330 0.4909
H 3.348 -3.219 3.495 0.1642
H -6.060 2.476 -3.431 0.2833
H -4.629 0.948 3.544 0.4466
H -2.417 -2.429 -5.955 0.3350


(3)
99
Properties=species:S:1:pos:R:3:mulliken_charge:R:1 method="wB97M-V/def2-TZVPD" molar_mass_g_mol=1129.33 homo_ev="-7.8 / -7.8" de_lowest_kj_mol=239.8 orbital_gap_ev="5.39 / 5.38" e_lumo_ev="-2.373 / -2.375"
Pt 0.237 0.102 0.090 3.2767
I -0.344 5.054 1.274 0.0343
Se 3.183 1.401 -1.836 0.3815
Cl -0.287 2.779 6.485 -0.2781
Si -2.297 -0.642 -0.757 -3.0124
O -0.394 1.930 0.685 0.2332
O 1.397 -2.694 1.426 -0.6338
O 1.557 -1.017 -2.799 -0.7166
N -0.374 -0.211 2.292 0.2866
N 3.462 2.907 -2.694 -0.8394
N 1.446 1.710 -1.618 -0.6758
N 1.125 -1.619 -0.602 1.1430
C -3.428 2.006 -0.631 -1.8195
C -0.346 3.401 2.530 0.0538
C -0.238 4.694 -2.854 -0.9358
C 4.312 1.707 3.332 -0.3391
C 0.871 5.332 -3.497 -0.5959
C 3.279 -3.591 -2.840 -0.4993
C 2.514 -3.488 -0.554 -0.0207
C 4.310 0.936 2.167 0.1429
C -1.519 -3.391 -0.291 -1.6095
C -3.197 -2.491 1.284 -2.0120
C -0.319 2.517 4.768 0.5315
C -0.370 -1.278 3.050 -0.3594
C 3.967 -5.235 -1.194 -0.5550
C 2.008 0.447 0.971 -0.4183
C -1.542 -1.769 -3.310 -1.7443
C -0.332 0.025 5.057 -1.1562
C -3.861 -3.015 -1.033 -1.8220
C -0.355 1.024 2.867 0.0972
C -1.445 0.704 -3.160 -1.6021
C 2.110 4.780 -3.472 -0.7797
C 2.543 -2.989 -1.840 0.1531
C -0.355 -1.199 4.454 -1.7131
C 6.705 1.527 3.464 -0.4496
C 3.996 -4.732 -2.493 -0.5964
C 5.522 0.465 1.661 -0.2771
C 6.710 0.761 2.307 -0.6569
C 3.220 -4.617 -0.195 -0.5122
C -2.716 -2.439 -0.176 3.4204
C -3.571 0.615 0.002 2.9473
C -3.452 0.810 1.519 -2.0975
C -5.006 0.112 -0.261 -1.8365
C 3.074 0.644 1.505 -0.0316
C -0.327 3.589 3.924 -0.4825
C 1.698 -1.763 -1.855 -0.3694
C 2.294 3.530 -2.806 0.7140
C -2.216 -0.535 -2.692 3.5756
C 5.503 1.998 3.974 -0.6809
C -0.106 3.509 -2.209 0.0438
C -0.339 1.192 4.262 0.0850
C -3.633 -0.447 -3.289 -1.9582
C 1.629 -2.594 0.245 -0.2645
C 1.172 2.875 -2.185 0.1628
C -0.351 2.139 1.975 -0.7383
H -0.397 0.650 -2.888 -0.0893
H -5.223 -0.077 -1.310 0.2998
H -3.273 -3.540 1.587 0.6085
H -2.514 -1.994 1.973 0.2126
H 7.635 1.757 3.967 0.3762
H 3.371 2.077 3.721 0.4874
H -1.202 5.187 -2.868 0.4635
H -4.186 -2.048 1.410 0.3192
H -4.184 2.667 -0.195 0.6413
H -0.313 4.592 4.327 0.4871
H -3.558 -0.111 2.088 0.3261
H 4.538 -6.124 -0.961 0.4237
H -4.136 0.487 -3.041 0.3856
H -2.513 1.282 1.789 0.3881
H -4.254 1.484 1.836 0.5885
H -0.309 0.119 6.134 0.5005
H -4.753 -2.388 -1.034 0.3460
H -2.453 2.434 -0.401 -0.0408
H -1.496 0.758 -4.253 0.6364
H -5.695 0.893 0.079 0.6339
H -0.758 -3.155 0.448 0.0326
H -3.533 -0.478 -4.380 0.6285
H -0.352 -2.113 5.028 0.5108
H -1.865 1.629 -2.770 0.1665
H -4.277 -1.279 -2.999 0.3173
H -1.408 -1.583 -4.380 0.6087
H 4.590 -5.239 -3.242 0.4251
H -4.144 -3.982 -0.604 0.6119
H 5.493 2.597 4.875 0.3970
H -5.239 -0.789 0.307 0.3763
H -2.141 -2.673 -3.210 0.3793
H 3.195 -4.995 0.817 0.5407
H -1.863 -4.412 -0.095 0.6174
H -3.570 -3.196 -2.067 0.2611
H -1.054 -3.381 -1.275 0.1921
H -3.580 2.007 -1.710 0.3099
H 2.966 5.255 -3.929 0.4705
H 5.520 -0.135 0.760 0.4617
H -0.929 3.052 -1.682 0.5585
H 7.645 0.393 1.905 0.3851
H 0.710 6.279 -3.994 0.4037
H -0.359 -2.234 2.555 0.5373
H -0.555 -1.958 -2.899 0.0637
H 3.299 -3.185 -3.842 0.5571


(4)
103
Properties=species:S:1:pos:R:3:mulliken_charge:R:1 method="wB97M-V/def2-TZVPD" multiplicity=2 total_charge=-2 molar_mass_g_mol=1231.95 homo_ev="0.3 / -2.5" de_lowest_kj_mol=93.3 orbital_gap_ev="3.05 / 5.89" e_lumo_ev="3.379 / 3.379"
Pb 0.132 -0.969 1.409 0.9719
As -0.894 -0.777 -2.636 1.4160
As -0.344 1.882 -0.546 1.4987
Ge -2.094 -3.070 2.183 0.5045
Cl -2.178 -5.333 1.723 -0.5361
Cl -2.965 -3.208 4.240 -0.4439
Cl -3.971 -2.527 1.003 -0.4679
Si 2.602 -3.986 -0.244 -0.0148
O -1.863 -0.251 2.568 0.3008
O -5.265 3.475 6.213 -0.8347
O -3.505 4.824 5.864 -0.8315
O 0.389 1.533 2.309 0.1135
N 2.443 -2.474 0.527 0.2753
N 2.738 -0.924 2.201 0.4097
N -4.105 3.702 5.711 0.8533
C -3.601 4.022 1.128 -0.7553
C 2.444 5.638 0.249 -0.5164
C 4.328 -4.775 -0.367 -1.4020
C 3.592 -0.188 -3.850 -0.5846
C -2.091 2.461 0.084 0.8390
C -3.478 2.719 4.960 -0.8679
C -3.253 -3.594 -5.580 -0.4311
C -1.614 1.909 3.593 0.7914
C 2.639 -0.315 -4.853 -0.7987
C -1.801 -1.849 -3.974 0.2917
C 1.424 5.757 -0.684 -0.6898
C 3.220 -0.268 -2.515 -1.1560
C 2.743 0.695 3.975 -1.0869
C 1.307 -0.514 -4.522 -0.8081
C 4.836 -0.491 3.245 -0.7602
C -2.290 0.666 3.349 -0.0314
C 4.687 -2.078 1.449 -0.6997
C -4.336 1.785 0.658 -0.9913
C -3.565 0.499 3.979 -0.4144
C 3.475 -0.288 3.106 0.2822
C 0.748 3.478 -0.257 0.4423
C -4.591 3.050 1.165 -0.5719
C 1.774 3.369 0.679 -0.5351
C -2.232 2.917 4.397 -0.9581
C 3.276 -1.850 1.358 0.5369
C -3.904 -2.573 -4.900 -0.7477
C 0.582 4.683 -0.934 -0.1636
C -1.154 -2.883 -4.645 -0.4386
C -2.357 3.732 0.586 -0.6261
C 1.540 -5.260 0.627 -0.8556
C 1.891 -0.475 -2.178 -0.0517
C -0.364 2.223 3.026 -0.4732
C -3.088 1.491 0.128 0.3743
C -1.635 0.997 -2.947 -1.1222
C 2.617 4.443 0.931 -0.6194
C 0.935 -0.594 -3.183 0.5663
C -1.880 -3.749 -5.450 -0.7267
C 2.042 -3.963 -2.047 -0.6640
C 5.435 -1.407 2.377 -0.5860
C -1.027 -1.514 -0.934 -0.8711
C -0.727 2.121 -2.478 -1.6996
C -3.182 -1.705 -4.096 -0.5109
C -4.128 1.474 4.743 -0.4017
H 1.605 -0.590 -1.140 0.3877
H -3.820 -4.280 -6.195 0.3600
H -2.879 0.473 -0.176 -0.0584
H -2.102 -1.530 -0.708 0.1520
H 0.227 2.091 -3.013 0.4498
H 3.962 -0.189 -1.731 0.5090
H -1.204 3.082 -2.681 0.7402
H -1.795 1.029 -4.031 0.5640
H -0.087 -3.029 -4.521 0.2978
H 1.791 0.282 4.309 0.1686
H 1.889 2.441 1.228 0.0593
H -1.580 4.488 0.606 0.2745
H -4.977 -2.464 -4.979 0.3918
H 3.342 0.966 4.844 0.4666
H 0.484 -4.986 0.623 0.1259
H -5.076 1.000 0.734 0.3645
H 3.095 6.479 0.451 0.3678
H 4.232 -5.713 -0.922 0.3332
H 4.744 -5.011 0.613 0.3647
H 2.092 -4.981 -2.443 0.5343
H 5.151 -2.783 0.783 0.2634
H 5.402 0.040 3.997 0.3759
H -5.100 1.337 5.195 0.4770
H 2.681 -3.331 -2.663 0.2296
H -1.373 -4.556 -5.963 0.3974
H 4.632 -0.039 -4.112 0.3742
H 3.404 4.346 1.667 0.4358
H 6.502 -1.594 2.442 0.3929
H -5.540 3.263 1.638 0.3646
H -4.071 -0.442 3.802 0.3537
H -0.721 -2.556 -1.074 0.5904
H 1.830 -5.351 1.675 0.2755
H 2.503 1.598 3.411 -0.0576
H -1.734 3.861 4.560 0.4413
H -2.614 1.042 -2.461 0.6562
H -3.705 -0.930 -3.546 0.3209
H -0.011 3.244 3.255 0.1009
H 2.934 -0.259 -5.894 0.3603
H 1.016 -3.618 -2.155 -0.0579
H 1.629 -6.246 0.164 0.3050
H 0.561 -0.604 -5.304 0.4633
H -0.215 4.796 -1.658 0.2553
H 1.279 6.691 -1.213 0.3871
H 5.045 -4.147 -0.899 0.3446
H -3.783 4.996 1.564 0.3747


(5)
102
Properties=species:S:1:pos:R:3:mulliken_charge:R:1 method="wB97M-V/def2-TZVPD" total_charge=+1 molar_mass_g_mol=862.31 homo_ev=-9.3 de_lowest_kj_mol=0.0 orbital_gap_ev=6.73 e_lumo_ev=-2.540
Cd 0.178 3.230 -0.488 0.8499
O 0.352 -0.659 1.228 -0.3383
O -0.665 -0.718 -0.673 -0.5947
O 0.116 1.127 0.085 0.6736
N -0.087 -0.108 0.235 -0.3152
N -1.322 -3.261 1.284 0.8328
N 1.983 3.429 0.839 0.3625
N -1.122 3.880 1.220 0.2613
N 0.924 -2.396 -2.432 0.5520
N -2.629 -0.789 4.840 -0.6150
N -1.660 2.936 -1.799 0.4780
N 2.761 -2.787 3.866 -0.4182
N 1.461 2.818 -2.271 0.4824
N -1.536 0.683 -4.560 0.1701
C 1.776 -4.667 2.771 -0.3270
C -2.884 5.058 2.315 -0.6823
C -2.059 4.825 1.234 -0.2451
C -1.935 -0.417 -3.915 -0.3981
C -0.297 -0.997 4.347 -0.0030
C -3.755 1.895 -2.228 -0.9095
C -2.021 -0.400 -6.630 -0.6761
C 4.161 2.514 1.270 -1.1199
C -1.896 -5.386 1.008 -0.5092
C -2.785 -4.788 1.937 -0.7407
C -1.741 3.320 3.458 -0.9882
C 2.446 -5.545 3.620 -0.5359
C 3.313 -5.025 4.563 -0.3690
C -2.372 -1.563 -4.553 -1.0742
C -1.038 -4.400 0.587 -0.9526
C -3.969 2.706 -3.341 -0.2372
C 1.978 1.139 -3.911 -0.5904
C 2.274 4.406 1.709 -0.3031
C -2.405 -3.476 2.085 -0.4507
C -2.975 3.609 -3.677 -0.8006
C 0.931 -2.335 -3.793 -0.3235
C -1.010 3.110 2.302 -0.2817
C 2.931 2.490 0.671 -0.0408
C 2.605 3.425 -2.592 -0.4507
C 3.433 -3.643 4.634 -0.3582
C 4.457 3.555 2.130 -0.1817
C -0.081 -1.764 5.480 -0.5929
C 3.461 2.967 -3.562 -0.6606
C -2.439 -1.526 -5.939 -0.1859
C -2.585 2.032 -1.511 -0.1771
C -2.439 -1.595 5.881 -0.4852
C 1.925 -3.216 -1.999 -0.3892
C -1.571 -0.523 4.087 -0.6672
C -1.579 0.683 -5.890 -0.4007
C 3.462 4.495 2.386 -0.7559
C 3.149 1.790 -4.244 -0.5768
C -1.186 -2.063 6.261 -0.2917
C 1.148 1.722 -2.973 0.2890
C -1.855 3.699 -2.889 -0.4119
C 2.570 -3.704 -3.106 -0.8513
C -2.733 4.291 3.463 -0.2866
C 1.959 -3.306 2.952 0.1184
C 1.963 -3.110 -4.251 -0.7381
H 0.204 -1.720 -4.292 0.2807
H -4.511 1.182 -1.932 0.4857
H -2.746 -2.406 -6.491 0.3943
H -3.604 -5.222 2.485 0.4140
H 3.660 5.325 3.049 0.4185
H -1.833 -0.326 -2.837 0.7304
H 1.032 -5.084 2.105 0.3059
H -3.308 4.478 4.359 0.4226
H 4.010 -5.655 5.099 0.3823
H -3.616 5.850 2.234 0.4210
H 2.263 -3.286 -5.270 0.4543
H 0.229 -1.913 -1.878 0.2711
H 4.877 1.741 1.035 0.4536
H -3.327 -1.868 6.440 0.3755
H 4.355 3.503 -3.848 0.4341
H -2.823 -2.711 2.716 0.4470
H 3.436 -4.344 -3.115 0.4193
H 1.686 0.201 -4.363 0.3383
H -0.756 -2.427 1.258 0.1152
H -2.043 -0.383 -7.710 0.4409
H -0.208 -4.441 -0.099 0.4984
H -1.728 0.067 3.187 0.8867
H -2.394 1.381 -0.666 0.2981
H -1.098 4.444 -3.104 0.4295
H -4.848 2.505 -3.936 0.4346
H 2.328 -6.612 3.475 0.3928
H 0.893 -2.152 5.745 0.4394
H 1.504 5.161 1.843 0.4273
H -1.568 2.715 4.338 0.4639
H -0.222 2.364 2.303 0.6190
H -1.126 -2.682 7.148 0.4055
H -3.095 4.231 -4.554 0.4590
H 5.411 3.659 2.627 0.4200
H 1.475 -2.587 2.298 0.4460
H 4.163 -3.225 5.323 0.3816
H 2.680 1.716 -0.047 0.4137
H 0.514 -0.786 3.662 0.5561
H -2.162 5.484 0.380 0.4204
H 0.215 1.220 -2.736 0.0875
H 2.878 4.337 -2.070 0.3879
H -1.870 -6.412 0.680 0.4498
H 2.021 -3.455 -0.953 0.5280
H -1.196 1.572 -6.382 0.4265
H -2.652 -2.476 -4.048 0.4805
H 3.817 1.370 -4.984 0.4748